Entry from OMol25: C32H26F5N2O2S3Se2Ti as an isolated structure in a non-equilibrium geometry (ωB97M-V/def2-TZVPD).

CARTESIAN COORDINATES (ANGSTROEM)
1 Ti 0.422 -0.391 0.331
2 O 0.866 1.308 0.667
3 S 0.692 2.720 1.383
4 C -0.237 3.723 0.168
5 C -1.306 2.958 -0.602
6 C -2.421 2.402 0.286
7 C -3.344 1.394 -0.396
8 S -2.389 0.055 -1.156
9 O -1.393 -0.310 0.020
10 C -3.539 -1.280 -1.180
11 C -3.526 -2.274 -0.210
12 C -4.451 -3.301 -0.323
13 C -5.358 -3.315 -1.378
14 C -5.346 -2.311 -2.337
15 C -4.419 -1.284 -2.256
16 C 2.289 3.421 1.307
17 C 2.999 3.462 0.103
18 C 4.238 4.070 0.105
19 C 4.739 4.634 1.281
20 C 4.016 4.585 2.463
21 C 2.775 3.963 2.490
22 H 0.503 4.176 -0.489
23 H -0.662 4.501 0.810
24 H -0.815 2.167 -1.168
25 H -1.713 3.644 -1.347
26 H -3.045 3.217 0.660
27 H -1.992 1.921 1.164
28 H -3.888 1.831 -1.239
29 H -4.060 0.944 0.292
30 H -2.822 -2.255 0.610
31 H -4.466 -4.092 0.416
32 H -6.076 -4.122 -1.456
33 H -6.049 -2.331 -3.160
34 H -4.391 -0.512 -3.019
35 H 2.595 3.031 -0.806
36 H 4.814 4.120 -0.809
37 H 5.706 5.122 1.267
38 H 4.414 5.028 3.367
39 H 2.200 3.917 3.409
40 Se 2.108 -0.570 3.176
41 Se 1.282 -2.518 2.158
42 C 2.459 -2.434 0.649
43 C 3.307 -3.467 0.335
44 C 4.184 -3.272 -0.729
45 C 4.186 -2.052 -1.386
46 C 3.263 -1.091 -1.027
47 N 2.375 -1.285 -0.035
48 C 0.330 0.071 3.541
49 C 0.040 0.635 4.767
50 C -1.282 0.973 5.027
51 C -2.249 0.689 4.075
52 C -1.854 0.129 2.873
53 N -0.577 -0.148 2.588
54 H 3.310 -4.374 0.923
55 H 4.877 -4.054 -1.013
56 H 4.885 -1.846 -2.185
57 H 3.208 -0.147 -1.543
58 H 0.815 0.766 5.512
59 H -1.557 1.411 5.979
60 H -3.297 0.883 4.264
61 H -2.575 -0.120 2.105
62 F 0.566 -5.248 -4.369
63 C 0.575 -4.041 -3.845
64 C 0.240 -3.859 -2.514
65 F -0.087 -4.886 -1.742
66 C 0.269 -2.580 -2.011
67 F -0.057 -2.408 -0.678
68 C 0.613 -1.462 -2.736
69 S 0.649 0.153 -2.034
70 C 0.946 -1.677 -4.066
71 F 1.301 -0.649 -4.825
72 C 0.927 -2.945 -4.619
73 F 1.256 -3.118 -5.883

Forces on the atoms, in the same order (eV/Å):
Ti 0.7008 -0.6536 -0.1539
O 0.1250 1.0370 -0.0636
S -0.0300 -0.0128 -0.0607
C -0.0088 -0.0905 0.0036
C -0.0143 -0.0065 0.1287
C -0.0023 0.0593 -0.0499
C 0.1111 0.0770 0.0133
S 0.0483 -0.0779 0.1565
O -1.3609 0.0919 -0.1863
C 0.1187 -0.0614 0.0104
C -0.1587 0.0314 -0.0200
C 0.0025 0.0037 0.0053
C 0.0042 -0.0058 0.0082
C -0.0758 -0.0442 -0.0273
C 0.0235 0.0352 -0.0513
C -0.1524 -0.0653 -0.0564
C 0.0605 0.0846 0.0833
C 0.0110 0.0016 -0.0072
C 0.0146 0.0010 -0.0386
C 0.0022 0.0149 0.0614
C 0.0801 0.0013 0.0525
H -0.0174 -0.0046 -0.0500
H 0.0387 0.0358 -0.0434
H 0.0128 -0.0415 -0.0798
H -0.0126 0.0467 0.0059
H -0.0122 -0.0098 -0.0143
H 0.0216 0.0066 0.0669
H -0.0241 -0.0194 0.0288
H -0.0064 0.0327 0.0073
H 0.0367 0.0061 -0.0044
H -0.0055 0.0117 -0.0275
H 0.0205 0.0294 0.0059
H 0.0139 -0.0132 0.0272
H 0.0230 -0.0594 0.0419
H -0.0078 -0.0043 0.0088
H -0.0040 0.0047 0.0406
H -0.0335 -0.0213 -0.0040
H -0.0012 -0.0050 -0.0328
H 0.0118 -0.0067 -0.0495
Se 0.0828 0.0358 0.1298
Se -0.2192 0.0706 -0.3557
C 0.0782 -0.0306 0.1796
C 0.1733 -0.0352 -0.0041
C 0.0309 -0.0627 0.0039
C 0.0803 -0.0605 -0.0278
C -0.0223 0.0939 0.1485
N 0.2066 -0.2841 -0.2399
C 0.0142 -0.1769 0.0467
C -0.0224 -0.0156 0.0520
C -0.0101 0.0416 0.0787
C -0.0544 -0.0146 0.0371
C -0.0004 -0.0616 -0.0453
N 0.1101 0.2603 -0.1481
H 0.0170 -0.0100 -0.0195
H -0.0078 0.0077 0.0039
H -0.0181 -0.0046 0.0268
H -0.0314 0.0448 -0.0428
H -0.0296 -0.0020 -0.0053
H 0.0183 -0.0205 -0.0409
H 0.0538 -0.0105 -0.0147
H 0.0024 0.0231 -0.0016
F -0.0070 0.0667 0.0399
C 0.0066 -0.2176 -0.1146
C -0.0336 -0.1444 0.0734
F 0.0052 0.0593 0.0017
C -0.0325 -0.0611 0.1753
F -0.0152 -0.1018 0.0646
C -0.0081 0.1965 -0.0186
S -0.0060 -0.1246 0.5640
C 0.0753 0.1879 -0.1574
F -0.0267 -0.0193 0.0472
C 0.0636 -0.0560 -0.2570
F -0.0270 0.0168 0.0848

- Orbital gap: 6.492 eV
- Total charge: +3
- Multiplicity: 1
- Electronic energy: -8840.34567 hartree
- Energy relative to the best compared isomer or geometry (same formula, charge and spin): 0.378 eV
- LUMO level: -9.67 eV
- Highest occupied orbital energy: -16.1642 eV


Entry from OMol25: a 5-piece molecular cluster, C25H16Cl4O16 overall in a non-equilibrium geometry (ωB97M-V/def2-TZVPD).

CARTESIAN COORDINATES (ANGSTROEM)
1 O 1.104 15.434 24.001
2 C -0.048 15.241 24.427
3 C -0.674 15.767 25.543
4 C -1.977 15.407 25.692
5 O -2.814 15.924 26.569
6 C -2.819 14.417 24.861
7 O -3.972 14.351 25.238
8 C -2.135 13.778 23.760
9 C -0.857 14.169 23.615
10 O -0.093 13.657 22.676
11 H -0.241 16.468 26.256
12 H -3.690 15.477 26.427
13 H -2.646 13.016 23.176
14 H 0.836 13.940 22.754
15 O 3.045 4.353 13.625
16 C 2.069 4.737 14.195
17 C 0.707 4.561 13.765
18 C -0.253 5.055 14.522
19 O -1.517 4.991 14.171
20 C -0.097 5.806 15.878
21 O -1.098 6.150 16.462
22 C 1.238 5.984 16.315
23 C 2.278 5.516 15.538
24 O 3.519 5.639 15.853
25 H 0.552 4.026 12.848
26 H -2.061 5.482 14.848
27 H 1.363 6.467 17.270
28 H 4.123 5.381 15.106
29 O 1.369 7.358 19.574
30 C 0.915 8.225 20.323
31 C 0.756 9.591 19.928
32 C 0.041 10.416 20.764
33 O -0.146 11.683 20.556
34 C -0.530 9.902 22.076
35 O -1.324 10.586 22.683
36 C -0.201 8.565 22.460
37 C 0.550 7.791 21.684
38 O 0.929 6.536 21.893
39 H 1.130 9.841 18.918
40 H -0.597 11.986 21.401
41 H -0.487 8.185 23.401
42 H 1.662 6.352 21.285
43 O 2.176 13.439 21.275
44 C 3.115 13.856 20.579
45 C 4.244 14.524 21.071
46 C 5.329 14.673 20.254
47 O 6.467 15.214 20.531
48 C 5.325 14.142 18.881
49 O 6.456 14.142 18.331
50 C 4.159 13.532 18.328
51 C 3.129 13.401 19.163
52 O 2.120 12.729 18.875
53 H 4.261 14.683 22.143
54 H 7.068 14.969 19.793
55 H 4.182 13.020 17.395
56 H 1.479 12.748 19.639
57 Cl 3.530 2.142 20.109
58 C 1.875 2.637 20.356
59 Cl 0.690 1.331 19.995
60 Cl 1.664 3.128 22.067
61 Cl 1.471 3.957 19.255

Forces on the atoms, in the same order (eV/Å):
O -1.6220 -0.0923 0.7300
C 1.8711 -1.3293 -1.7230
C -1.5099 0.7322 1.6254
C -1.3416 0.4439 0.4966
O 1.1585 0.7171 0.7889
C 1.2092 0.2786 -0.7581
O -0.4590 -0.8696 -0.6028
C -0.9376 0.2013 0.9208
C 1.1848 0.2120 -0.4841
O -0.6851 -0.8502 -0.4096
H 0.1164 -0.1331 -0.4576
H 0.3205 -0.0646 -0.1716
H 0.3608 0.1655 -0.0015
H 0.2151 0.4912 0.0280
O 1.5119 -0.3446 -0.6293
C -1.5495 0.9700 1.4665
C 1.4435 -0.4571 -0.3123
C -1.6959 1.1356 1.1681
O -1.2617 0.2157 0.1105
C 0.8456 -1.0088 -1.1859
O -0.6272 0.1443 -0.1002
C 1.6279 -0.3471 -0.2822
C -2.2321 -0.1380 -0.3913
O 2.0919 0.4443 0.2779
H -0.2815 -0.0563 -0.2518
H 0.6961 -0.5155 -0.3724
H 0.3773 0.1617 0.1016
H -0.9446 -0.1848 0.4775
O 0.0725 0.5898 0.2817
C 0.7360 -0.2314 -1.5252
C -0.9271 1.0087 0.0261
C 1.7469 -1.7794 -0.7874
O -0.9809 1.0824 0.8667
C -0.4153 -0.7167 -0.7578
O 0.1253 0.9235 0.0919
C 0.6327 -0.6959 0.4068
C 0.1728 -0.6284 -0.7558
O -0.1957 0.2485 1.5527
H -0.3228 0.1868 0.8383
H 0.3054 0.4358 -0.8845
H -0.5931 -0.1010 1.0201
H -0.2862 -0.2647 -0.5106
O 0.6139 0.7302 -0.7638
C -0.4222 -0.7829 1.0941
C 1.4553 0.6093 0.8132
C -1.4514 0.1238 0.6977
O 0.6619 0.4942 1.5387
C 1.9559 -1.1254 -2.4451
O -1.8255 0.1508 0.5991
C 1.0020 0.5976 0.3697
C 1.5954 1.0744 0.5989
O -4.1191 -2.1270 -1.0054
H 0.1665 0.4407 -0.1605
H -0.0243 0.0743 -0.3962
H 0.0856 -0.0621 -0.5955
H 0.3433 -0.1970 -0.2479
Cl 0.0670 -0.2477 -0.0811
C -0.8995 -0.0724 0.1469
Cl 0.6285 0.0998 0.2409
Cl 0.0296 -0.0126 -0.5446
Cl 0.1833 0.2521 0.2198

- Orbital gap: 7.665 eV
- Total charge: 0
- Multiplicity: 1
- Electronic energy: -4006.79724 hartree
- LUMO level: -1.80 eV
- Highest occupied orbital energy: -9.4671 eV


Entry from OMol25: a 2-piece molecular cluster, C3H6BN overall in a non-equilibrium geometry (ωB97M-V/def2-TZVPD).

CARTESIAN COORDINATES (ANGSTROEM)
1 B 1.854 0.256 0.023
2 C -1.396 0.309 -0.595
3 C -2.386 -0.294 0.169
4 C 3.229 -0.010 -0.087
5 N -0.594 1.188 -0.014
6 H 3.765 0.367 0.649
7 H -1.152 0.067 -1.575
8 H -2.591 -0.221 1.261
9 H -3.077 -0.899 -0.233
10 H 3.800 -0.446 -0.864
11 H -0.618 1.326 0.969

Forces on the atoms, in the same order (eV/Å):
B 0.2211 0.0082 -0.2299
C -0.6088 -0.0806 4.3574
C 1.5348 1.3052 1.2069
C -3.7940 -0.9136 -2.6985
N 2.3063 0.5245 -2.0398
H 2.6040 1.7591 3.6958
H -0.1958 -0.3153 -1.8189
H 0.9159 0.6204 -0.8644
H -2.3651 -2.1455 -1.9240
H 0.1441 -0.5018 -0.7516
H -0.7625 -0.2606 1.0671

- Orbital gap (spin up / spin down): 7.622 / 7.508 eV
- Total charge: 0
- Multiplicity: 1
- Electronic energy: -197.25031 hartree
- Energy relative to the best compared isomer or geometry (same formula, charge and spin): 6.725 eV
- LUMO level (spin up / spin down): -0.93 / -1.11 eV
- Highest occupied orbital energy (spin up / spin down): -8.5535 / -8.6144 eV


Entry from OMol25: an isolated ion of composition C2H2NO2S2 and charge -1 in a non-equilibrium geometry (ωB97M-V/def2-TZVPD).

CARTESIAN COORDINATES (ANGSTROEM)
1 C -0.025 -0.706 -0.535
2 C 1.138 0.179 0.071
3 N -1.214 -0.542 -0.056
4 O 0.209 -1.370 -1.539
5 O -2.591 1.559 0.259
6 S 2.073 -0.696 1.352
7 S -2.301 0.162 0.774
8 H 1.863 0.311 -0.798
9 H 0.848 1.103 0.472

Forces on the atoms, in the same order (eV/Å):
C 3.9994 0.7000 -2.7980
C 1.5167 -2.0239 -0.9995
N -4.8444 0.9984 3.6734
O -0.2309 -0.0983 0.6801
O 0.0503 -2.6608 1.3928
S -0.2682 -0.1234 0.1919
S 2.0037 1.9739 -3.1674
H -1.2829 -0.0497 0.7993
H -0.9436 1.2837 0.2274

- Orbital gap (spin up / spin down): 4.781 / 4.776 eV
- Total charge: -1
- Multiplicity: 1
- Electronic energy: -1079.00943 hartree
- Energy relative to the best compared isomer or geometry (same formula, charge and spin): 2.975 eV
- LUMO level (spin up / spin down): 1.76 / 1.75 eV
- Highest occupied orbital energy (spin up / spin down): -3.0251 / -3.0223 eV


Entry from OMol25: C3H7N2O as an isolated structure in a non-equilibrium geometry (ωB97M-V/def2-TZVPD).

CARTESIAN COORDINATES (ANGSTROEM)
1 C 1.735 0.690 0.116
2 C -0.141 -0.295 -0.477
3 C -1.400 -0.510 0.357
4 N 2.029 -0.620 0.163
5 N 0.565 0.950 -0.335
6 O 0.842 -1.267 -0.142
7 H 2.254 1.587 0.318
8 H -0.551 -0.456 -1.803
9 H -1.782 -1.400 -0.032
10 H -2.149 0.345 0.315
11 H -1.045 -0.877 1.372
12 H 2.674 -1.221 0.663
13 H 0.175 1.936 -0.559

Forces on the atoms, in the same order (eV/Å):
C 1.6269 -0.3052 0.2719
C -3.0266 -0.7950 -4.4667
C 1.3261 0.8801 1.3551
N -1.1264 2.3321 -0.2699
N -2.0098 1.2132 -0.5187
O -0.5077 -0.8415 -0.2760
H 1.8555 0.0586 0.5955
H 1.5957 0.5212 3.8792
H -1.2778 -1.2157 -0.8196
H 1.0815 -1.1827 0.2338
H -0.6765 1.2405 -0.7089
H 0.1707 0.5707 0.0978
H 0.9683 -2.4763 0.6265

- Orbital gap: 10.166 eV
- Total charge: +1
- Multiplicity: 1
- Electronic energy: -302.88707 hartree
- Energy relative to the best compared isomer or geometry (same formula, charge and spin): 4.162 eV
- LUMO level: -4.02 eV
- Highest occupied orbital energy: -14.1824 eV